Entry 1:
This record from OMol25 describes a structure of composition C18H23CrN5O5. The level of theory is ωB97M-V/def2-TZVPD.

Properties
2S+1 = 5
Energy above the lowest of the compared OMol25 structures with the same formula, charge and spin = 0.940 eV
Maximum force = 0.0582 Eh/bohr
Highest occupied orbital energy (spin up / spin down) = -7.7 / -9.2 eV
⟨S²⟩ = 6.012
Charge = 0

Each line ends with the Mulliken charge.
Atoms and positions in Å:
Cr  -0.48115  -0.89939  0.42280  0.20
O  -3.62050  0.32231  -1.59867  -0.71
C  -2.72072  0.08957  -0.81632  0.86
O  -1.72116  -0.63796  -1.03460  -0.49
C  -2.79013  0.65589  0.65361  -0.38
C  -3.76160  1.49343  1.16429  -0.34
C  -3.71968  1.78338  2.57924  -0.46
C  -2.76713  1.15639  3.31530  -0.62
C  -1.71876  0.44601  2.67165  0.35
N  -1.78115  0.23916  1.38566  0.55
C  -0.51951  -0.19408  3.30706  0.18
O  -0.32260  -0.13245  4.51863  -0.72
O  0.23735  -0.84067  2.44135  -0.38
H  -4.52600  1.80425  0.50978  0.59
H  -4.51480  2.42946  3.01793  0.39
H  -2.83116  1.24769  4.39190  0.48
N  2.17534  0.69809  -0.76107  -0.80
N  1.58138  0.22862  0.44594  0.04
H  2.83286  1.45615  -0.53334  0.29
H  1.44973  1.15497  -1.28990  0.19
H  1.56775  0.89000  1.17226  0.30
H  2.20801  -0.49622  0.77642  0.24
N  2.51814  -3.38292  -1.49428  -0.04
C  1.42177  -2.51494  -1.44961  -0.54
N  0.82772  -2.48088  -0.27959  0.18
C  1.63782  -3.29256  0.53872  0.09
C  1.55532  -3.52138  1.94952  -0.37
C  2.49373  -4.35681  2.55550  -0.98
C  3.57589  -4.85157  1.76344  -0.13
C  3.69651  -4.70643  0.39088  -1.25
C  2.68862  -3.84986  -0.16646  1.14
H  3.18054  -3.56592  -2.22992  0.21
H  1.23281  -1.81407  -2.23502  0.46
H  0.83372  -2.99232  2.51971  0.43
H  2.60154  -4.42446  3.60243  0.42
H  4.34922  -5.40789  2.30909  0.33
H  4.53733  -5.25752  -0.02462  0.33
C  -0.75437  2.29471  -4.37710  -1.43
C  -1.48511  1.95922  -3.08781  -0.39
O  -0.64061  2.27969  -1.96874  -0.12
C  -0.70321  3.62181  -1.51663  -0.32
C  -0.13599  3.67583  -0.18088  -0.87
H  -1.23468  1.68074  -5.14217  0.41
H  0.28616  2.08635  -4.31479  0.32
H  -0.91813  3.28436  -4.78476  0.34
H  -1.73451  0.92930  -3.00293  0.33
H  -2.40372  2.53420  -3.00885  0.43
H  -1.73750  3.90193  -1.54432  0.37
H  -0.07736  4.24814  -2.20105  0.22
H  -0.62636  3.05119  0.57786  0.03
H  -0.14157  4.66194  0.26515  0.45
H  0.89990  3.31552  -0.20268  0.18

---

Entry 2:
This record from OMol25 describes a structure of composition C8H14BaN2PS. The level of theory is ωB97M-V/def2-TZVPD.

Properties
Energy above the lowest of the compared OMol25 structures with the same formula, charge and spin = 0.127 eV
Maximum force = 0.1088 Eh/bohr
Highest occupied orbital energy = 0.1 eV
Charge = -1

Each line ends with the Mulliken charge.
Atoms and positions in Å:
C  0.83767  -0.11079  -1.38791  -0.42
C  0.03493  -0.12443  -2.58600  0.22
C  -0.89480  -1.25141  -2.71577  -1.10
C  -0.42588  -2.32453  -1.84128  0.27
C  0.52042  -1.71126  -0.88646  -0.57
Ba  -1.59551  -0.17354  -0.27491  -1.82
P  -0.03009  2.45866  0.61681  -0.06
H  2.01103  0.30115  -1.38560  0.26
H  0.23386  0.76536  -3.36189  0.09
H  -1.49838  -1.38444  -3.60379  0.46
H  1.43939  -2.25951  -0.28867  0.15
H  -0.66394  -3.49115  -1.93711  0.19
H  -0.96290  3.14430  1.42814  0.12
H  0.18448  3.50290  -0.30683  0.03
H  1.10946  2.76072  1.40453  0.07
S  -0.62083  -0.88912  2.23986  -0.03
C  -0.34484  -0.02932  3.66253  0.99
N  0.88067  0.16718  4.26851  -0.08
C  0.78196  1.18691  5.33513  -0.68
C  -0.75769  1.44538  5.43517  -0.86
N  -1.29811  0.53648  4.43233  -0.19
H  1.75599  0.01378  3.75674  0.22
H  1.34191  2.10888  5.04159  0.44
H  1.16665  0.79097  6.30124  0.27
H  -1.00664  2.50800  5.19214  0.47
H  -1.12896  1.17827  6.44903  0.31
H  -2.27283  0.66854  4.01986  0.24

---

Entry 3:
This record from OMol25 describes an isolated molecule of C4H6S2. The level of theory is ωB97M-V/def2-TZVPD.

Properties
Energy above the lowest of the compared OMol25 structures with the same formula, charge and spin = 2.907 eV
Maximum force = 0.1531 Eh/bohr
Highest occupied orbital energy = -8.3 eV
Charge = 0
SMILES = CCSC#CS

Each line ends with the Mulliken charge.
Atoms and positions in Å:
C  1.22533  0.68089  -0.11387  -1.06
C  1.62557  -0.65988  0.44820  -0.27
S  0.27486  -1.83843  -0.10126  -0.12
C  -1.13828  -0.93148  -0.20833  -0.03
C  -2.11838  -0.16700  0.26093  0.13
S  -3.48767  0.74595  0.18664  -0.25
H  0.70088  0.62542  -1.11225  0.30
H  0.30177  1.05229  0.57890  0.20
H  1.94192  1.42033  -0.12373  0.37
H  1.76843  -0.65588  1.49013  0.34
H  2.52346  -1.11436  -0.15225  0.26
H  -3.61789  0.84214  -1.15310  0.13

---

Entry 4:
This record from OMol25 describes a structure of composition CH2I3P. The level of theory is ωB97M-V/def2-TZVPD.

Properties
Energy above the lowest of the compared OMol25 structures with the same formula, charge and spin = 3.072 eV
Maximum force = 0.0607 Eh/bohr
Highest occupied orbital energy (spin up / spin down) = -9.2 / -8.8 eV
Charge = 0

Each line ends with the Mulliken charge.
Atoms and positions in Å:
C  0.57160  -0.20178  0.12775  -0.57
P  -0.88082  -0.28689  -0.99228  -0.01
I  0.51296  0.95170  2.07916  0.15
I  1.24042  -2.18385  0.49949  0.21
I  1.89162  0.75507  -1.27874  0.17
H  -0.90202  1.14649  -1.23530  0.09
H  -2.43376  -0.18073  0.79991  -0.03